A structure of composition C8H22AgBrN2O2 at a distorted geometry. Source: OMol25; level of theory: ωB97M-V/def2-TZVPD.

ORCA input file:
```
! wB97M-V def2-TZVPD RIJCOSX def2/J DEFGRID3
* xyz 0 1
Ag -1.132 0.192 -0.068
Br -3.907 0.065 -0.940
C -0.012 3.574 2.630
C 0.009 2.576 1.456
C 1.239 2.514 0.622
O 0.841 1.827 -0.574
C 1.890 1.744 -1.590
N -0.320 1.260 2.047
H 0.137 4.585 2.252
H 0.724 3.236 3.359
H -0.913 3.535 3.241
H -0.827 2.835 0.806
H 2.025 1.932 1.103
H 1.698 3.495 0.495
H 1.957 2.567 -2.301
H 1.613 0.986 -2.322
H 2.840 1.447 -1.145
H 0.576 0.957 2.401
H -0.811 1.423 2.914
C 1.334 -2.371 -1.777
C -0.264 -2.266 -2.009
C -1.077 -2.881 -0.799
O -0.676 -2.241 0.408
C -1.448 -2.717 1.554
N -0.631 -0.871 -2.265
H 1.569 -2.271 -0.717
H 1.979 -1.833 -2.471
H 1.668 -3.408 -1.817
H -0.634 -2.861 -2.844
H -0.601 -3.857 -0.709
H -2.164 -2.937 -0.853
H -2.515 -2.496 1.525
H -1.156 -2.293 2.514
H -1.376 -3.802 1.639
H -1.550 -0.973 -2.673
H -0.087 -0.671 -3.092
*
```

Properties
orbital gap	7.96	eV
energy	-3298.9320	Eh
ΔE to the lowest compared entry with this formula, charge and spin	15.6	kcal per mole
LUMO energy	0.0177	hartree



A structure of composition C8H22BF3NaO6 at a distorted geometry. Source: OMol25; level of theory: ωB97M-V/def2-TZVPD.

ORCA input file:
```
! wB97M-V def2-TZVPD RIJCOSX def2/J DEFGRID3
* xyz 0 2
Na 1.533 0.210 -1.400
B 3.350 2.062 -1.760
H 3.938 1.158 -1.804
H 3.188 2.352 -0.733
H 3.815 2.810 -2.382
H 2.343 2.005 -2.144
C -1.822 0.920 0.469
O -1.929 1.087 1.884
O -0.527 0.369 0.282
C -3.053 0.117 -0.123
F -3.305 0.383 -1.349
F -3.104 -1.204 0.103
F -4.241 0.460 0.497
C -2.597 2.235 2.430
C -3.000 1.749 3.799
H -2.117 1.596 4.420
H -3.541 2.558 4.290
H -3.610 0.846 3.763
H -3.582 2.428 2.004
H -2.035 3.169 2.433
H -1.706 1.950 0.132
C 2.857 -2.216 2.296
C 2.921 -0.774 1.754
O 3.316 -0.591 0.455
O 4.098 -2.614 2.440
H 2.270 -2.751 1.550
H 2.251 -2.312 3.197
H 3.610 -0.346 2.482
H 1.979 -0.261 1.951
H 4.231 -0.330 0.577
H 4.478 -2.636 1.559
C -1.508 -2.080 -2.668
C -1.213 -1.010 -3.761
O -0.063 -0.247 -3.391
O -0.465 -3.008 -2.883
H -2.492 -2.481 -2.911
H -1.628 -1.678 -1.662
H -2.038 -0.299 -3.793
H -1.150 -1.437 -4.762
H 0.280 0.236 -4.146
H 0.268 -2.426 -3.096
*
```

Properties
orbital gap (alpha / beta)	8.57 / 4.98	eV
energy	-1255.9600	Eh
expectation value of S²	0.75
LUMO energy (alpha / beta)	-0.0012 / -0.1331	hartree



A structure of composition C8H22CdClN2O2 at a distorted geometry. Source: OMol25; level of theory: ωB97M-V/def2-TZVPD.

ORCA input file:
```
! wB97M-V def2-TZVPD RIJCOSX def2/J DEFGRID3
* xyz 1 1
Cd -0.279 -0.039 -1.157
Cl -2.561 -0.572 -2.045
C 0.450 -4.160 -0.282
C -0.006 -2.667 -0.387
C -0.111 -1.960 1.033
O -0.894 -0.772 0.746
C -2.058 -0.672 1.516
N 0.800 -1.911 -1.349
H 1.483 -4.235 0.058
H 0.372 -4.690 -1.232
H -0.272 -4.679 0.349
H -1.001 -2.676 -0.831
H 0.887 -1.762 1.424
H -0.437 -2.675 1.788
H -2.624 0.166 1.108
H -1.892 -0.542 2.585
H -2.754 -1.478 1.282
H 0.863 -2.325 -2.267
H 1.710 -2.204 -1.022
C 2.097 2.505 1.358
C 0.812 1.824 0.827
C 0.049 2.737 -0.105
O -0.805 2.017 -0.981
C -1.526 2.917 -1.845
N 1.323 0.748 -0.019
H 2.869 2.725 0.621
H 2.654 1.880 2.056
H 1.764 3.412 1.862
H 0.212 1.357 1.608
H 0.601 3.343 -0.822
H -0.496 3.421 0.546
H -2.057 3.659 -1.248
H -2.264 2.434 -2.486
H -0.860 3.519 -2.462
H 2.013 0.216 0.492
H 1.938 1.143 -0.715
*
```

Properties
orbital gap	9.47	eV
energy	-1205.6803	Eh
LUMO energy	-0.1040	hartree



A structure of composition C8H22CsN2O6S at a distorted geometry. Source: OMol25; level of theory: ωB97M-V/def2-TZVPD.

ORCA input file:
```
! wB97M-V def2-TZVPD RIJCOSX def2/J DEFGRID3
* xyz -1 1
Cs 0.899 0.931 2.387
S 4.188 0.501 1.363
O 3.597 1.791 1.731
O 3.125 -0.515 1.211
O 5.004 0.578 0.161
O 5.044 -0.125 2.453
C -2.438 1.013 -1.967
C -1.338 1.181 -0.952
C -0.570 2.463 -1.230
O 0.401 2.606 -0.221
C 1.180 3.777 -0.186
N -2.088 1.332 0.355
H -3.177 1.813 -1.834
H -3.114 0.165 -1.832
H -2.112 1.022 -3.012
H -0.663 0.346 -0.767
H -1.225 3.330 -1.396
H 0.007 2.322 -2.160
H 1.573 4.076 -1.168
H 2.103 3.510 0.338
H 0.603 4.580 0.283
H -1.892 2.307 0.591
H -1.630 0.843 1.117
C -2.354 -2.088 0.739
C -1.171 -3.048 0.693
C 0.165 -2.391 0.361
O 0.067 -1.924 -0.982
C 1.279 -1.339 -1.448
N -1.109 -3.725 2.021
H -2.584 -1.715 -0.260
H -2.168 -1.188 1.326
H -3.176 -2.656 1.167
H -1.329 -3.873 -0.002
H 0.938 -3.163 0.359
H 0.397 -1.542 1.008
H 0.992 -0.834 -2.377
H 1.982 -2.119 -1.753
H 1.745 -0.628 -0.763
H -0.658 -3.078 2.665
H -0.495 -4.532 1.982
*
```

Properties
orbital gap	4.68	eV
energy	-1297.3092	Eh
ΔE to the lowest compared entry with this formula, charge and spin	26.2	kcal per mole
LUMO energy	0.0585	hartree



A structure of composition C8H22CuN2O2 at a distorted geometry. Source: OMol25; level of theory: ωB97M-V/def2-TZVPD.

ORCA input file:
```
! wB97M-V def2-TZVPD RIJCOSX def2/J DEFGRID3
* xyz 1 1
Cu 22.040 0.376 -26.810
C 22.251 -2.127 -25.610
C 23.607 -1.365 -25.951
C 23.810 -1.365 -27.495
O 22.676 -0.735 -28.135
C 22.681 -0.592 -29.519
N 23.570 0.045 -25.634
H 21.374 -1.511 -25.795
H 22.147 -2.365 -24.560
H 22.137 -3.012 -26.165
H 24.406 -1.675 -25.338
H 23.785 -2.420 -27.837
H 24.775 -0.894 -27.719
H 23.450 0.017 -29.969
H 21.681 -0.219 -29.621
H 22.836 -1.390 -30.167
H 23.651 0.291 -24.610
H 24.567 0.329 -25.762
C 21.298 2.260 -24.662
C 20.483 2.112 -25.953
C 21.175 2.827 -27.082
O 22.371 2.158 -27.370
C 23.111 2.692 -28.392
N 20.272 0.710 -26.360
H 22.295 2.071 -24.955
H 20.998 1.610 -23.785
H 21.220 3.254 -24.286
H 19.459 2.482 -25.733
H 21.300 3.843 -26.704
H 20.599 2.799 -27.959
H 23.237 3.731 -28.224
H 22.636 2.523 -29.363
H 24.009 2.115 -28.419
H 19.432 0.790 -27.004
H 19.843 0.110 -25.598
*
```

Properties
orbital gap	8.72	eV
energy	-2218.1506	Eh
LUMO energy	-0.0855	hartree



A cluster of 3 separate species, C8H22FO3P in total at a distorted geometry. Source: OMol25; level of theory: ωB97M-V/def2-TZVPD.

ORCA input file:
```
! wB97M-V def2-TZVPD RIJCOSX def2/J DEFGRID3
* xyz 0 1
C -2.788 2.608 -2.203
C -1.624 1.609 -1.923
F -1.933 0.358 -2.451
C -1.405 1.399 -0.374
P -0.377 -0.191 -0.194
C 1.184 0.160 0.811
O -1.429 -1.223 0.697
H -3.493 2.144 -2.921
H -2.387 3.536 -2.657
H -3.275 2.814 -1.229
H -0.648 1.918 -2.340
H -0.874 2.271 0.072
H -2.392 1.310 0.133
H 2.040 -0.314 0.300
H 1.077 -0.178 1.865
H 1.301 1.265 0.819
H -1.522 -0.823 1.571
C -0.478 -4.621 2.524
C -1.059 -4.552 3.923
O -1.917 -3.421 4.056
H 0.081 -3.712 2.298
H 0.187 -5.481 2.419
H -1.274 -4.700 1.778
H -0.265 -4.451 4.663
H -1.630 -5.458 4.152
H -2.623 -3.516 3.410
C 3.787 2.668 -2.582
C 2.813 1.813 -1.795
O 1.828 2.627 -1.160
H 4.281 3.386 -1.926
H 4.547 2.052 -3.065
H 3.263 3.243 -3.351
H 3.337 1.257 -1.019
H 2.307 1.096 -2.450
H 1.363 3.108 -1.850
*
```

Properties
SMILES string	C[C@H](F)CP(C)O.CCO.CCO
orbital gap	8.73	eV
energy	-984.9067	Eh
LUMO energy	0.0263	hartree



A structure of composition C8H22InN2O6S at a distorted geometry. Source: OMol25; level of theory: ωB97M-V/def2-TZVPD.

ORCA input file:
```
! wB97M-V def2-TZVPD RIJCOSX def2/J DEFGRID3
* xyz 0 2
In 1.817 -0.180 0.921
S 2.426 0.133 4.502
O 3.483 -0.334 5.361
O 2.005 -1.030 3.639
O 1.242 0.721 5.157
O 2.940 1.012 3.502
C -2.703 2.359 2.045
C -1.870 1.397 1.270
C -1.086 2.187 0.182
O -0.227 1.344 -0.620
C 0.242 1.945 -1.824
N -0.902 0.794 2.220
H -2.103 3.167 2.464
H -3.181 1.878 2.899
H -3.474 2.847 1.450
H -2.507 0.641 0.810
H -0.428 2.870 0.719
H -1.695 2.728 -0.543
H 0.820 1.183 -2.346
H 0.866 2.799 -1.559
H -0.599 2.179 -2.476
H -0.673 1.582 2.808
H -1.410 0.188 2.848
C -1.268 -3.278 -1.830
C -0.115 -2.483 -1.233
C 0.701 -1.780 -2.349
O 1.805 -0.974 -1.919
C 2.775 -0.660 -2.884
N -0.670 -1.431 -0.481
H -1.969 -2.756 -2.481
H -1.735 -3.851 -1.029
H -0.831 -4.065 -2.445
H 0.448 -3.205 -0.642
H 0.109 -1.084 -2.944
H 1.118 -2.533 -3.018
H 2.295 -0.265 -3.778
H 3.369 -1.510 -3.220
H 3.491 0.027 -2.431
H -1.258 -1.763 0.270
H -1.249 -0.800 -1.016
*
```

Properties
orbital gap (alpha / beta)	8.82 / 6.56	eV
energy	-1467.1624	Eh
expectation value of S²	0.76
LUMO energy (alpha / beta)	-0.0009 / -0.0768	hartree



A structure of composition C8H22IrN3O10P2. Source: OMol25; level of theory: ωB97M-V/def2-TZVPD.

ORCA input file:
```
! wB97M-V def2-TZVPD RIJCOSX def2/J DEFGRID3
* xyz 3 2
Ir -1.000 -0.211 -0.349
C 0.302 4.308 0.605
O -0.779 3.869 -0.291
C -1.001 2.624 -0.454
O -0.309 1.695 0.075
N -2.046 2.327 -1.242
N -2.321 0.958 -1.449
H 0.226 5.388 0.599
H 1.250 3.974 0.195
H 0.124 3.903 1.596
H -2.634 3.038 -1.660
H -2.252 0.740 -2.446
H -3.276 0.753 -1.144
C -2.384 -4.360 -0.955
C -1.576 -3.760 0.200
O -1.112 -4.815 0.996
P -2.571 -2.546 1.133
O -2.020 -2.456 2.595
O -4.004 -3.100 1.242
O -2.564 -1.186 0.410
P -0.209 -2.707 -0.435
O 1.020 -3.571 -0.806
O -0.823 -1.816 -1.552
O 0.188 -1.652 0.627
H -3.211 -4.934 -0.541
H -1.748 -5.051 -1.510
H -2.767 -3.600 -1.634
H -0.876 -4.548 1.895
H -1.249 -1.890 2.752
H -4.584 -2.876 1.987
H 1.014 -4.177 -1.563
C 5.487 -0.058 1.686
N 5.845 0.050 0.301
C 7.239 0.148 -0.051
C 4.786 0.059 -0.728
C 5.247 0.117 -2.144
O 3.655 0.013 -0.338
H 5.988 0.743 2.239
H 5.897 -1.003 2.068
H 4.411 -0.028 1.805
H 7.856 0.015 0.832
H 7.428 1.136 -0.490
H 7.486 -0.596 -0.812
H 5.836 -0.767 -2.396
H 5.869 0.994 -2.325
H 4.372 0.156 -2.785
*
```

Properties
orbital gap (alpha / beta)	8.17 / 6.76	eV
energy	-2020.8813	Eh
ΔE to the lowest compared entry with this formula, charge and spin	0.0	kcal per mole
expectation value of S²	0.76
LUMO energy (alpha / beta)	-0.3781 / -0.4298	hartree



A structure of composition C8H22N2O2Rb at a distorted geometry. Source: OMol25; level of theory: ωB97M-V/def2-TZVPD.

ORCA input file:
```
! wB97M-V def2-TZVPD RIJCOSX def2/J DEFGRID3
* xyz 1 1
Rb -0.081 0.745 0.057
C -3.162 -2.694 0.800
C -1.939 -1.870 1.172
C -1.589 -1.974 2.676
O -1.404 -3.347 3.027
C -2.547 -4.001 3.604
N -0.890 -2.208 0.220
H -3.510 -2.437 -0.203
H -3.989 -2.521 1.492
H -2.932 -3.759 0.784
H -2.248 -0.824 1.060
H -2.307 -1.424 3.284
H -0.633 -1.460 2.798
H -2.903 -3.532 4.521
H -2.284 -5.026 3.856
H -3.333 -4.050 2.854
H -1.252 -2.167 -0.728
H -0.613 -3.182 0.297
C 1.653 2.675 -4.031
C 1.410 2.406 -2.582
C 2.727 2.520 -1.757
O 2.388 2.297 -0.375
C 3.547 2.514 0.426
N 0.378 3.318 -2.057
H 2.188 1.788 -4.384
H 2.178 3.616 -4.200
H 0.798 2.711 -4.708
H 1.002 1.414 -2.379
H 3.207 3.487 -1.931
H 3.450 1.768 -2.088
H 3.488 2.203 1.471
H 3.921 3.537 0.436
H 4.318 1.832 0.053
H 0.624 4.237 -2.412
H 0.339 3.406 -1.052
*
```

Properties
orbital gap	9.35	eV
energy	-601.8501	Eh
ΔE to the lowest compared entry with this formula, charge and spin	32.6	kcal per mole
LUMO energy	-0.1167	hartree



A structure of composition C8H23AgClNO5 at a distorted geometry. Source: OMol25; level of theory: ωB97M-V/def2-TZVPD.

ORCA input file:
```
! wB97M-V def2-TZVPD RIJCOSX def2/J DEFGRID3
* xyz 1 2
Ag 3.194 3.256 -1.370
Cl 1.810 -0.206 -0.469
C -0.374 5.099 2.634
C 0.124 4.465 1.385
C -0.477 5.141 0.099
O 0.082 4.578 -1.134
C -0.371 5.052 -2.392
N 1.578 4.531 1.399
H 0.028 4.568 3.497
H -1.459 5.033 2.705
H -0.086 6.150 2.672
H -0.217 3.431 1.443
H -0.265 6.210 0.114
H -1.562 5.122 0.208
H -1.177 4.375 -2.676
H 0.469 4.909 -3.072
H -0.550 6.127 -2.412
H 1.746 3.902 2.171
H 1.833 5.431 1.781
C 2.297 -5.850 -2.021
C 2.887 -7.156 -1.504
O 2.069 -8.265 -1.700
O 3.301 -4.835 -1.945
H 1.491 -5.544 -1.354
H 1.867 -5.935 -3.019
H 3.182 -7.049 -0.461
H 3.790 -7.368 -2.077
H 1.581 -8.403 -0.885
H 2.876 -4.049 -1.594
C -3.147 -2.997 0.537
C -3.434 -1.966 1.707
O -2.241 -1.582 2.348
O -2.723 -2.326 -0.628
H -4.045 -3.535 0.233
H -2.482 -3.741 0.974
H -4.208 -2.398 2.341
H -3.849 -1.103 1.186
H -1.561 -1.321 1.723
H -1.974 -1.756 -0.443
*
```

Properties
orbital gap (alpha / beta)	5.33 / 3.88	eV
energy	-1356.2607	Eh
ΔE to the lowest compared entry with this formula, charge and spin	55.7	kcal per mole
expectation value of S²	0.75
LUMO energy (alpha / beta)	-0.2333 / -0.2864	hartree



A structure of composition C8H23FInNO5 at a distorted geometry. Source: OMol25; level of theory: ωB97M-V/def2-TZVPD.

ORCA input file:
```
! wB97M-V def2-TZVPD RIJCOSX def2/J DEFGRID3
* xyz 2 1
In 10.094 -35.296 -13.408
F 8.491 -35.248 -10.994
C 13.971 -37.825 -15.801
C 12.671 -37.046 -15.445
C 11.483 -37.888 -15.845
O 10.225 -37.340 -15.445
C 9.080 -38.072 -15.932
N 12.669 -36.713 -14.034
H 14.121 -38.724 -15.201
H 14.810 -37.151 -15.637
H 13.909 -38.141 -16.843
H 12.774 -36.087 -15.954
H 11.527 -38.867 -15.359
H 11.485 -38.004 -16.929
H 9.100 -38.498 -16.937
H 8.176 -37.466 -15.945
H 9.014 -38.910 -15.237
H 13.466 -36.125 -13.811
H 12.777 -37.576 -13.504
C 7.705 -33.251 -16.263
C 8.372 -31.935 -16.706
O 9.578 -31.574 -16.027
O 8.110 -33.804 -15.015
H 7.867 -33.999 -17.044
H 6.632 -33.054 -16.231
H 7.621 -31.179 -16.485
H 8.586 -31.959 -17.773
H 10.161 -32.335 -15.951
H 7.292 -34.267 -14.791
C 11.459 -32.005 -13.084
C 11.880 -32.479 -11.691
O 12.083 -33.889 -11.792
O 10.189 -32.559 -13.415
H 12.113 -32.024 -13.962
H 11.465 -30.910 -13.012
H 11.167 -32.228 -10.907
H 12.913 -32.204 -11.466
H 12.360 -34.279 -10.954
H 9.862 -32.088 -14.202
*
```

Properties
orbital gap	4.75	eV
energy	-1038.7075	Eh
ΔE to the lowest compared entry with this formula, charge and spin	0.0	kcal per mole
LUMO energy	-0.4498	hartree



A structure of composition C8H23N10O2SeV at a distorted geometry. Source: OMol25; level of theory: ωB97M-V/def2-TZVPD.

ORCA input file:
```
! wB97M-V def2-TZVPD RIJCOSX def2/J DEFGRID3
* xyz 2 3
V -0.482 0.708 -0.098
N -0.777 2.177 1.397
C 0.495 2.413 2.076
C 0.937 1.081 2.670
N 0.860 0.007 1.655
C 2.195 -0.357 1.144
C 2.438 0.338 -0.185
N 1.305 -0.022 -1.028
C 0.217 -1.176 2.252
C -1.286 -0.970 2.377
N -1.762 -0.606 1.046
H -1.085 3.041 0.944
H -1.495 1.956 2.090
H 0.410 3.167 2.870
H 1.210 2.775 1.330
H 0.281 0.843 3.512
H 1.949 1.178 3.071
H 2.237 -1.438 0.971
H 2.981 -0.110 1.863
H 3.396 0.014 -0.607
H 2.459 1.426 -0.066
H 1.249 -1.045 -1.109
H 1.425 0.375 -1.962
H 0.664 -1.410 3.224
H 0.372 -2.032 1.594
H -1.521 -0.176 3.089
H -1.752 -1.889 2.756
H -2.726 -0.271 1.088
H -1.771 -1.446 0.467
N 0.332 -2.888 -1.492
N -0.428 -2.593 -2.639
C -1.118 -1.441 -2.748
N -1.770 -1.216 -3.885
N -1.199 -0.641 -1.691
N -1.534 0.635 -1.866
O -1.311 1.198 -2.916
O -2.191 1.143 -0.956
H 1.207 -3.318 -1.792
H -0.154 -3.574 -0.911
H -0.566 -3.307 -3.348
H -1.710 -1.855 -4.659
H -2.162 -0.301 -4.062
Se -0.109 4.339 -2.841
C 0.075 3.080 -1.695
N 0.217 2.188 -0.930
*
```

Properties
orbital gap (alpha / beta)	6.41 / 5.65	eV
energy	-4361.4913	Eh
expectation value of S²	2.04
LUMO energy (alpha / beta)	-0.2623 / -0.2905	hartree